The following is a quantum chemistry calculation of a 2-piece molecular cluster, C3HN3O3 overall in a non-equilibrium geometry, from the Open Molecules 2025 dataset.

## Properties
- energy (a.u.) = -504.77496
- gap between HOMO and LUMO (alpha / beta) (eV) = 10.1 / 7.1
- spin multiplicity = 3
- expectation value of S² = 2.02
- highest occupied orbital energy (alpha / beta) (eV) = -9.52 / -11.13

Bonds (Å) are listed after each position.
Geometry (Å):
1 C 0.2604 -1.4933 -0.2579  C2 1.484, N4 1.311, H10 1.137
2 C 1.6941 -1.1408 -0.1118  C1 1.484, N5 1.462, O7 1.192
3 C -2.0444 2.1413 0.5864  O8 1.127, O9 1.162
4 N -0.3414 -0.3762 -0.5873  C1 1.311, N6 1.322
5 N 1.6949 0.3209 -0.1316  C2 1.462, N6 1.290
6 N 0.4532 0.6349 -0.2819  N4 1.322, N5 1.290
7 O 2.6428 -1.8619 -0.1415  C2 1.192
8 O -1.8920 3.2271 0.3262  C3 1.127
9 O -2.1297 1.0074 0.8273  C3 1.162
10 H -0.3379 -2.4595 -0.2279  C1 1.137